i.
DFT (wB97M-V/def2-TZVPD) results for a molecular structure, C3H12N4.

Computed properties:
Charge   0
HOMO-LUMO gap (spin up / spin down)   7.952 / 7.952 eV
LUMO (spin up / spin down)   0.42 / 0.42 eV

```
19
Properties=species:S:1:pos:R:3:lowdin_charge:R:1
N -1.779 -0.411 -0.163 -0.0988
N 0.293 1.873 0.584 -0.0937
N -0.266 1.709 1.783 0.0613
N -0.593 1.925 -0.360 0.0128
C 1.252 -0.714 -1.410 -0.1676
C 1.003 -0.835 0.072 -0.2179
C -0.838 -1.192 0.461 -0.2854
H 1.178 0.304 -1.793 0.0400
H 0.392 1.512 2.518 0.1031
H -0.110 2.051 -1.246 0.0726
H -0.847 -2.243 0.177 0.0813
H 1.330 -1.800 0.457 0.0597
H 1.556 -0.114 0.664 0.0395
H 2.241 -1.074 -1.703 0.0626
H -1.345 0.796 -0.345 0.0587
H -1.971 -0.772 -1.094 0.0410
H -0.816 -1.044 1.543 0.0569
H -1.208 1.330 1.848 0.1069
H 0.527 -1.299 -1.991 0.0670
```


ii.
DFT (wB97M-V/def2-TZVPD) results for 2 unconnected molecules or ions with the total composition C3H12N4.

Computed properties:
Charge   0
HOMO-LUMO gap   9.464 eV
SMILES string   [H]/N=C/N.CNCN
LUMO   0.82 eV

```
19
Properties=species:S:1:pos:R:3:lowdin_charge:R:1
N -0.665 0.048 -0.978 -0.1312
N -0.324 -0.491 3.083 0.0621
N 1.793 -1.252 2.503 0.0598
N -0.994 1.304 -3.067 0.0073
C -0.509 0.084 -2.437 -0.3443
C 0.414 -1.390 2.586 -0.4081
C -0.080 1.203 -0.310 -0.1519
H 0.847 1.513 -0.825 0.0738
H -1.288 -0.811 3.055 0.0375
H 2.231 -2.148 2.367 0.0742
H -0.747 2.065 -0.306 0.0675
H 0.201 0.990 0.720 0.0526
H 2.171 -0.688 3.242 0.0837
H -1.879 1.520 -2.645 0.0638
H -1.133 -0.727 -2.825 0.1020
H -0.310 -0.822 -0.618 0.0795
H 0.063 -2.309 2.111 0.1125
H 0.523 -0.120 -2.746 0.1076
H -0.315 2.032 -2.911 0.0517
```


Stability ranking, top and bottom: ii is the most stable and i is the least stable.


i.
DFT (wB97M-V/def2-TZVPD) results for F2HN in the gas phase.

Computed properties:
Charge   0
HOMO-LUMO gap   10.867 eV
SMILES string   FNF
LUMO   1.23 eV

```
4
Properties=species:S:1:pos:R:3:lowdin_charge:R:1
F -0.653 0.614 0.948 -0.0124
F 0.055 -1.247 -0.307 -0.0162
N 0.177 0.009 0.104 -0.1398
H 0.421 0.623 -0.745 0.1685
```


ii.
DFT (wB97M-V/def2-TZVPD) results for 2 unconnected molecules or ions with the total composition F2HN.

Computed properties:
Charge   0
HOMO-LUMO gap   10.299 eV
LUMO   -0.44 eV

```
4
Properties=species:S:1:pos:R:3:lowdin_charge:R:1
F 0.503 1.037 0.139 -0.0909
F 0.706 -1.042 0.187 -0.0895
N 0.101 -0.035 -0.504 -0.0580
H -1.311 0.040 0.177 0.2383
```


Stability ranking, top and bottom: i is the most stable and ii is the least stable.


i.
DFT (wB97M-V/def2-TZVPD) results for C8H12N2 in the gas phase.

Computed properties:
Charge   0
HOMO-LUMO gap   8.855 eV
SMILES string   N[C@@H]1CCc2c[nH]cc2C1
LUMO   0.96 eV

```
22
Properties=species:S:1:pos:R:3:lowdin_charge:R:1
N 2.994 -0.692 -0.128 -0.0468
N -3.063 -0.380 -0.235 -0.0505
C -0.918 -0.755 0.167 -0.2224
C -2.492 0.829 -0.289 -0.1205
C 1.292 1.154 0.582 -0.1555
C 0.410 -1.358 0.211 -0.1295
C 1.557 -0.298 -0.245 -0.3503
C -1.113 0.665 0.015 -0.1473
C 0.055 1.636 0.049 -0.2042
C -2.179 -1.434 0.338 0.0109
H -3.114 1.628 -0.469 0.0886
H -0.474 2.564 0.612 0.1698
H 1.449 -0.157 -1.442 0.1621
H -2.538 -2.472 0.561 0.1089
H -4.062 -0.025 0.092 0.1875
H 2.235 1.678 0.402 0.0941
H 0.893 -1.750 1.201 0.1452
H 0.204 1.920 -0.859 0.0447
H 3.591 -0.073 -0.857 0.1188
H 1.567 0.930 1.653 0.1289
H 3.118 -1.425 -0.891 0.0703
H 0.588 -2.185 -0.468 0.0971
```


ii.
DFT (wB97M-V/def2-TZVPD) results for C8H12N2 in the gas phase.

Computed properties:
Charge   0
HOMO-LUMO gap   12.341 eV
SMILES string   CC(C)(C#N)C(C)(C)C#N
LUMO   0.66 eV

```
22
Properties=species:S:1:pos:R:3:lowdin_charge:R:1
N -2.048 0.846 1.998 0.1927
N 0.938 -1.974 -2.034 0.1938
C -0.135 1.915 -0.560 -0.0318
C -1.590 -0.026 -1.174 -0.0457
C -0.580 0.504 -0.145 -0.4823
C 0.752 -1.365 -1.077 -0.2021
C -1.443 0.653 1.050 -0.2157
C 1.839 0.134 0.528 -0.0473
C 0.529 -0.525 0.111 -0.4769
C 0.269 -1.549 1.215 -0.0343
H -1.037 2.553 -0.771 0.1111
H 0.440 2.367 0.245 0.0838
H 1.205 -2.063 1.501 0.1100
H 2.632 -0.665 0.403 0.1127
H 0.446 1.851 -1.498 0.1035
H 2.308 0.832 -0.223 0.1039
H -2.470 0.679 -1.178 0.1143
H -1.193 -0.293 -2.136 0.0773
H 1.777 0.574 1.493 0.0885
H -0.340 -2.339 0.928 0.0695
H -2.064 -0.924 -0.758 0.0992
H -0.234 -1.184 2.082 0.0759
```


Stability ranking, top and bottom: ii is the most stable and i is the least stable.


i.
DFT (wB97M-V/def2-TZVPD) results for 2 unconnected molecules or ions with the total composition H4NS.

Computed properties:
Charge   -1
HOMO-LUMO gap   7.475 eV
LUMO   4.89 eV

```
6
Properties=species:S:1:pos:R:3:lowdin_charge:R:1
S 0.778 -0.891 -0.053 -0.2962
N -1.449 1.646 -0.005 -0.0456
H -0.944 0.971 0.575 -0.0979
H -1.162 2.583 0.221 -0.0321
H -0.992 1.426 -0.890 -0.0356
H 0.561 -1.727 0.969 -0.4925
```


ii.
DFT (wB97M-V/def2-TZVPD) results for 2 unconnected molecules or ions with the total composition H4NS.

Computed properties:
Charge   -1
HOMO-LUMO gap   6.663 eV
LUMO   4.21 eV

```
6
Properties=species:S:1:pos:R:3:lowdin_charge:R:1
S -1.899 -2.266 -0.672 -0.3929
N 0.844 1.208 0.462 -0.0721
H 0.011 0.938 -0.149 0.0158
H 0.570 0.735 1.377 0.0139
H -1.269 -1.278 -1.211 -0.5919
H 1.743 0.663 0.194 0.0271
```


Stability ranking, top and bottom: i is the most stable and ii is the least stable.


i.
DFT (wB97M-V/def2-TZVPD) results for 2 unconnected molecules or ions with the total composition CHN3O3S.

Computed properties:
Charge   0
HOMO-LUMO gap   11.648 eV
LUMO   0.55 eV

```
9
Properties=species:S:1:pos:R:3:lowdin_charge:R:1
S 0.371 -1.413 -1.188 0.8938
O 1.223 -1.564 -0.041 -0.4446
O 0.073 2.323 -0.358 0.1633
O -1.168 -1.485 -0.639 -0.3148
N 0.596 0.981 2.375 0.0819
N 0.305 0.282 -1.484 -0.0719
N -0.323 1.225 1.827 0.0413
C 0.165 1.298 -0.826 -0.4372
H -1.242 -1.646 0.333 0.0881
```


ii.
DFT (wB97M-V/def2-TZVPD) results for 2 unconnected molecules or ions with the total composition CHN3O3S.

Computed properties:
Charge   0
HOMO-LUMO gap (spin up / spin down)   10.166 / 5.759 eV
LUMO (spin up / spin down)   -0.57 / -2.74 eV

```
9
Properties=species:S:1:pos:R:3:lowdin_charge:R:1
S -1.865 -1.055 -0.801 0.9335
O -3.939 0.355 0.271 -0.0230
O -0.008 0.562 -0.521 -0.1877
O -4.208 2.508 0.018 0.1047
N -2.515 -3.584 0.447 0.1009
N -3.792 1.435 -0.310 -0.1435
N -0.526 -0.655 -0.053 -0.4409
C -2.239 -2.524 0.054 -0.5189
H 0.706 0.853 0.213 0.1748
```


iii.
DFT (wB97M-V/def2-TZVPD) results for 2 unconnected molecules or ions with the total composition CHN3O3S.

Computed properties:
Charge   0
HOMO-LUMO gap (spin up / spin down)   8.702 / 8.681 eV
LUMO (spin up / spin down)   -1.95 / -2.07 eV

```
9
Properties=species:S:1:pos:R:3:lowdin_charge:R:1
S 1.223 0.143 -1.069 1.0252
O -1.220 1.203 -0.424 -0.0943
O 0.059 -2.379 -0.013 0.0883
O -1.923 -1.538 0.161 0.1428
N 0.001 -0.224 -0.034 -0.2646
N 2.398 1.780 0.877 0.1373
N -0.740 -1.493 0.028 -0.4526
C 1.885 1.129 0.096 -0.5976
H -1.685 1.379 0.379 0.0154
```


Stability ranking, top and bottom: i is the most stable and iii is the least stable.


i.
DFT (wB97M-V/def2-TZVPD) results for 7 unconnected molecules or ions with the total composition C21H42O7.

Computed properties:
Charge   0
HOMO-LUMO gap   9.836 eV
SMILES string   CC(C)=O.CC(C)=O.CC(C)=O.CC(C)=O.CC(C)=O.CC(C)=O.CC(C)=O
LUMO   0.29 eV

```
70
Properties=species:S:1:pos:R:3:lowdin_charge:R:1
O -17.411 -2.943 -16.964 0.0365
O -11.265 -5.363 -21.363 0.0410
O -12.465 0.098 -20.122 0.0700
O -16.246 -3.774 -12.149 0.0596
O -13.165 -6.323 -16.917 0.0471
O -8.129 0.551 -18.154 0.0220
O -14.193 -11.278 -17.385 0.0114
C -18.308 -3.654 -16.529 -0.4932
C -12.792 -2.240 -20.218 -0.0155
C -12.793 -9.378 -18.013 -0.0219
C -14.050 -10.024 -17.321 -0.3994
C -15.183 -5.196 -16.274 -0.0072
C -8.692 -0.532 -18.527 -0.4077
C -10.003 -0.999 -17.852 -0.0126
C -15.186 -5.154 -10.529 -0.0328
C -8.236 -1.374 -19.683 -0.0320
C -13.807 -5.284 -16.866 -0.4577
C -8.976 -4.655 -21.436 -0.0210
C -18.574 -3.702 -15.015 -0.0096
C -12.335 -0.927 -20.751 -0.4905
C -18.829 -4.768 -17.365 -0.0350
C -14.443 -5.221 -12.915 -0.0243
C -11.477 -0.905 -22.021 -0.0224
C -10.274 -4.676 -19.234 -0.0055
C -15.467 -4.695 -11.916 -0.4710
C -13.068 -4.092 -17.359 -0.0279
C -10.267 -5.005 -20.733 -0.4508
C -15.043 -9.184 -16.569 -0.0347
H -9.004 -4.578 -22.523 0.0897
H -18.856 -4.544 -18.431 0.0876
H -9.344 -4.133 -19.064 0.0578
H -10.507 -0.174 -17.350 0.0910
H -14.615 -6.250 -13.231 0.0888
H -15.608 -4.368 -9.902 0.0853
H -11.131 0.112 -22.206 0.0849
H -17.901 -4.478 -14.650 0.0792
H -13.866 -2.383 -20.340 0.1077
H -15.703 -6.096 -10.348 0.0942
H -19.631 -3.863 -14.805 0.0771
H -11.907 -10.013 -18.003 0.0726
H -19.866 -4.975 -17.102 0.0804
H -14.126 -5.120 -10.276 0.0859
H -10.761 -1.159 -18.619 0.0361
H -11.175 -4.126 -18.963 0.0248
H -13.422 -5.183 -12.535 0.0838
H -12.180 -3.788 -16.804 0.1023
H -14.348 -4.606 -13.810 0.0525
H -12.454 -8.502 -17.461 0.0370
H -15.235 -4.444 -15.487 0.0778
H -18.334 -2.706 -14.641 0.0860
H -8.246 -5.409 -21.144 0.0941
H -8.591 -3.742 -20.981 0.0432
H -12.780 -4.462 -18.343 0.0612
H -15.741 -8.708 -17.257 0.0894
H -15.976 -5.174 -17.021 0.0786
H -7.355 -0.890 -20.104 0.0877
H -15.583 -9.816 -15.864 0.0827
H -10.766 -1.690 -22.280 0.0712
H -9.887 -1.949 -17.330 0.0792
H -10.336 -5.561 -18.602 0.0969
H -8.974 -1.371 -20.485 0.0739
H -7.908 -2.319 -19.250 0.0806
H -12.431 -2.325 -19.193 0.0469
H -14.562 -8.413 -15.967 0.0559
H -18.207 -5.658 -17.268 0.0804
H -13.747 -3.261 -17.550 0.0878
H -12.269 -3.025 -20.763 0.0635
H -15.292 -6.214 -15.899 0.0695
H -12.133 -1.021 -22.884 0.0821
H -12.831 -8.935 -19.008 0.0777
```


ii.
DFT (wB97M-V/def2-TZVPD) results for 7 unconnected molecules or ions with the total composition C21H42O7.

Computed properties:
Charge   0
HOMO-LUMO gap   9.702 eV
SMILES string   CC(C)=O.CC(C)=O.CC(C)=O.CC(C)=O.CC(C)=O.CC(C)=O.CC(C)=O
LUMO   0.24 eV

```
70
Properties=species:S:1:pos:R:3:lowdin_charge:R:1
O 6.442 -4.731 -2.065 0.0530
O -6.548 -4.964 -1.519 0.0397
O -2.722 3.548 3.842 0.0473
O -0.176 -0.791 -1.028 0.0308
O 1.475 -7.290 2.254 0.0490
O 5.550 2.522 -0.771 0.0506
O -4.978 5.034 -2.824 0.0978
C 2.993 -6.373 3.787 -0.0295
C -6.330 4.799 -0.926 -0.0170
C 1.943 -6.249 2.712 -0.4867
C 1.441 -4.898 2.315 -0.0295
C 4.734 3.350 -2.795 -0.0254
C 6.464 -3.532 -1.811 -0.4680
C 7.304 3.179 -2.100 -0.0164
C 7.215 -2.491 -2.641 -0.0261
C -1.790 3.804 4.575 -0.4990
C -0.917 5.005 4.331 -0.0229
C -1.572 2.933 5.808 -0.0165
C -0.390 0.253 -0.393 -0.4472
C -6.512 -3.783 -1.882 -0.4882
C -6.178 3.058 -2.839 -0.0312
C -5.261 -2.973 -1.679 -0.0272
C -7.782 -3.132 -2.356 -0.0279
C 5.818 -2.965 -0.531 -0.0288
C 5.812 3.035 -1.833 -0.5138
C 0.521 0.649 0.775 -0.0207
C -1.655 1.089 -0.669 -0.0274
C -5.734 4.340 -2.252 -0.5455
H 3.893 -5.857 3.454 0.0811
H -6.257 2.296 -2.064 0.0779
H 4.788 4.380 -3.147 0.0839
H 2.604 -5.845 4.658 0.0830
H 6.563 -2.447 0.073 0.0742
H 7.646 2.323 -2.682 0.0831
H -0.159 4.910 3.555 0.0865
H -7.419 4.824 -0.944 0.0830
H -7.178 3.046 -3.271 0.0894
H -8.597 -3.771 -2.017 0.0834
H 1.448 0.106 0.592 0.0775
H 7.293 4.153 -2.590 0.0792
H 2.212 -4.136 2.429 0.0738
H -1.607 5.772 3.979 0.0856
H -7.739 -3.093 -3.444 0.0881
H 3.755 3.179 -2.348 0.0854
H 4.762 2.707 -3.675 0.0901
H -0.408 5.339 5.235 0.0744
H -5.460 2.679 -3.567 0.0855
H -2.154 0.590 -1.500 0.0694
H 7.837 -3.100 -3.297 0.0797
H 7.733 -1.818 -1.958 0.0784
H 3.178 -7.406 4.081 0.0840
H -1.566 1.877 5.536 0.0845
H -5.894 4.241 -0.098 0.0821
H -0.676 3.278 6.324 0.0708
H -5.109 -2.289 -2.514 0.0775
H 5.031 -2.293 -0.873 0.0833
H 0.088 0.258 1.696 0.0833
H 0.615 1.735 0.761 0.0774
H -1.561 2.098 -1.071 0.0770
H -2.474 3.149 6.380 0.0889
H -4.391 -3.628 -1.633 0.0865
H -2.332 1.090 0.185 0.0805
H -5.412 -2.368 -0.785 0.0886
H -5.935 5.804 -0.776 0.0778
H 1.165 -4.875 1.261 0.0866
H 0.567 -4.518 2.844 0.0881
H 7.864 3.049 -1.174 0.0833
H 6.569 -1.992 -3.363 0.0824
H 5.462 -3.726 0.164 0.0722
H -7.912 -2.148 -1.905 0.0794
```


Stability ranking, top and bottom: ii is the most stable and i is the least stable.